ORCA calculation (ωB97M-V/def2-TZVPD) on a single C5H12O2 molecule.

Bonds (Å) are listed after each position.
CARTESIAN COORDINATES (ANGSTROEM)
1 C -1.68159 -0.21686 1.72623  O2 1.406, H8 1.101, H9 1.099, H10 1.093
2 O -0.41484 -0.37958 1.13777  C1 1.406, C3 1.425
3 C -0.20623 0.31455 -0.08868  O2 1.425, C4 1.545, C5 1.539, H11 1.107
4 C -0.49172 1.82751 0.03650  C3 1.545, H12 1.094, H13 1.095, H14 1.094
5 C 1.24789 0.01866 -0.49658  C3 1.539, C6 1.529, H15 1.096, H16 1.096
6 C 1.48423 -1.16756 -1.43195  C5 1.529, O7 1.411, H17 1.104, H18 1.095
7 O 1.38718 -2.43929 -0.82787  C6 1.411, H19 0.965
8 H -2.49002 -0.64010 1.10960  C1 1.101
9 H -1.91967 0.83752 1.92593  C1 1.099
10 H -1.65013 -0.74069 2.68509  C1 1.093
11 H -0.89314 -0.10604 -0.84781  C3 1.107
12 H -0.58465 2.11846 1.08720  C4 1.094
13 H -1.41620 2.11649 -0.47499  C4 1.095
14 H 0.31970 2.42598 -0.38694  C4 1.094
15 H 1.82004 -0.13805 0.42531  C5 1.096
16 H 1.66603 0.90239 -0.99243  C5 1.096
17 H 0.81571 -1.09120 -2.30745  C6 1.104
18 H 2.50974 -1.10614 -1.81216  C6 1.095
19 H 0.49768 -2.53603 -0.46676  O7 0.965

energy above the lowest of the compared OMol25 structures with the same formula, charge and spin: 32.7 kcal/mol
total charge: 0
M: 104.1 g/mol
structure (SMILES): CO[C@@H](C)CCO
orbital gap: 10.8879 eV
2S+1: 1
E_LUMO: 0.977 eV
DFT total energy: -9473.71914 eV